No. 1
ORCA calculation (ωB97M-V/def2-TZVPD) on one molecule with the formula C3H6O2 at a distorted geometry.

Positions of all 11 atoms, in Å:
O 0.80075 0.43636 -1.45718
C 0.59149 0.93564 -0.14921
C -0.60313 0.19203 0.41795
C -0.20560 -1.22666 0.50829
O -1.19656 -2.08453 0.71095
H 1.62704 0.80462 -1.79128
H 0.39593 2.01511 -0.16175
H 1.45992 0.73657 0.49704
H -1.46488 0.27128 -0.25673
H -0.89951 0.57816 1.40058
H -0.50546 -2.65859 0.28132

2S+1: 1
Kohn-Sham gap: 9.3175 eV
total charge: 0
highest occupied orbital energy: -8.366 eV

No. 2
ORCA calculation (ωB97M-V/def2-TZVPD) on a 2-piece molecular cluster, C6H12O overall.

Positions of all 19 atoms, in Å:
C 2.41633 0.78980 -0.16969
C 1.55186 -0.45420 -0.18086
O 0.53126 -0.28752 0.79544
C -0.31886 -1.38004 0.88798
C -1.71350 -1.19061 1.31057
C -1.43495 -1.53569 -0.12554
C -1.60837 1.42991 -1.09190
H 2.83278 0.95617 0.82778
H 1.82788 1.66878 -0.44861
H 3.24407 0.68672 -0.87847
H 2.15161 -1.34427 0.06498
H 1.10005 -0.61830 -1.16830
H 0.15070 -2.32538 1.18140
H -2.11996 -0.18220 1.40656
H -2.17992 -1.91574 1.97337
H -1.75363 0.35197 -1.23531
H -1.07906 1.83197 -1.95899
H -2.58296 1.91577 -1.00053
H -1.01534 1.60287 -0.18988

2S+1: 1
Kohn-Sham gap: 8.4051 eV
total charge: 0
highest occupied orbital energy: -8.972 eV